1.
{"formula": "C4H10N2", "method": "ωB97M-V with the def2-TZVPD basis set", "orbital_gap_ev": 10.33, "lumo_ev": 1.078, "e_above_lowest_ev": 2.176, "energy_ha": -267.84537, "molar_mass_da": 86.138, "e_homo_ev": -9.2, "spin_multiplicity": 1, "smiles": "C=CCN.C=N", "species": ["C", "C", "C", "N", "H", "H", "H", "H", "H", "H", "H", "C", "N", "H", "H", "H"], "positions_angstrom": [[-2.334, -0.819, -0.954], [-2.005, 0.144, -0.102], [-0.907, -0.009, 0.916], [-0.014, 1.167, 0.872], [-3.070, -0.659, -1.731], [-1.831, -1.776, -0.928], [-2.453, 1.129, -0.186], [-1.327, -0.169, 1.918], [-0.275, -0.867, 0.683], [0.639, 1.119, 1.652], [-0.581, 1.996, 1.030], [2.982, -0.428, -0.317], [2.248, -0.422, -1.346], [2.833, -1.194, 0.444], [3.762, 0.313, -0.118], [2.334, 0.474, -1.833]], "forces_ev_per_angstrom": [[0.02, 0.36, 0.07], [0.51, -0.43, -0.29], [0.33, 0.24, 0.07], [-0.30, 0.09, 0.27], [-0.09, -0.06, 0.07], [-0.02, -0.05, -0.01], [-0.15, -0.02, 0.11], [-0.10, 0.01, -0.04], [-0.25, -0.16, -0.09], [-0.09, 0.05, -0.18], [0.16, 0.03, 0.01], [-0.03, 0.07, -0.10], [-0.47, 0.36, 0.54], [0.28, -0.28, -0.24], [-0.20, 0.15, 0.16], [0.40, -0.37, -0.36]]}

2.
{"formula": "C14H28N", "method": "ωB97M-V with the def2-TZVPD basis set", "orbital_gap_ev": 7.86, "lumo_ev": -3.627, "e_above_lowest_ev": 15.363, "energy_ha": -604.14198, "total_charge": 1, "molar_mass_da": 210.385, "e_homo_ev": -11.5, "spin_multiplicity": 1, "species": ["C", "C", "C", "H", "H", "N", "C", "H", "H", "H", "C", "H", "H", "H", "C", "C", "H", "H", "C", "C", "C", "C", "C", "C", "C", "H", "H", "H", "H", "H", "H", "H", "H", "H", "H", "H", "H", "H", "H", "H", "H", "H", "H"], "positions_angstrom": [[4.442, 2.695, 0.501], [4.569, 1.547, 0.043], [4.718, 0.271, -0.419], [5.563, -0.224, -0.018], [4.638, -0.023, -1.637], [3.414, -0.833, 0.107], [3.013, -0.585, 1.619], [2.687, 0.573, 1.416], [2.299, -1.144, 1.697], [4.020, -0.585, 2.082], [3.934, -1.925, -0.004], [3.111, -2.742, 0.145], [4.850, -2.434, 0.552], [4.353, -2.258, -0.996], [2.264, -0.685, -0.972], [1.473, 0.646, -0.772], [1.288, 0.696, -1.881], [2.180, 1.433, -0.536], [0.377, 0.845, -0.107], [-0.899, -0.055, -0.495], [-2.180, 0.014, 0.146], [-3.399, -0.714, -0.184], [-4.534, -0.695, 0.602], [-5.252, 0.607, 0.908], [-5.692, 1.341, -0.810], [-4.781, 1.448, -1.239], [-6.335, 0.291, -1.089], [-6.212, 2.242, -0.395], [-6.116, 0.392, 1.521], [-4.458, 1.206, 1.290], [-4.251, -1.096, 1.478], [-5.291, -1.515, -0.023], [-2.915, -1.803, -0.437], [-3.557, -0.562, -1.354], [-1.956, -0.384, 1.259], [-2.384, 1.270, 0.323], [-0.556, -1.149, -0.841], [-1.090, 0.250, -1.363], [0.455, 0.467, 0.999], [-0.170, 1.906, 0.092], [2.700, -1.018, -1.683], [1.434, -1.365, -0.276], [4.249, 3.656, 0.753]], "forces_ev_per_angstrom": [[0.73, -6.23, -2.42], [-0.85, 6.38, 2.01], [-2.31, -4.14, -3.35], [0.90, -0.59, 0.36], [0.35, 1.39, 3.31], [-2.68, 13.80, 1.21], [8.33, 10.77, -5.35], [0.50, -2.80, 1.67], [-7.68, -6.49, 2.19], [-1.29, -0.54, 0.56], [6.04, -17.97, -2.00], [1.31, 0.84, -0.09], [-1.73, 2.19, 0.23], [-0.80, 0.96, 0.06], [-8.06, 2.71, 16.61], [9.20, -0.31, -8.98], [-0.22, 1.18, 0.40], [0.44, 0.22, -0.46], [-12.35, -0.47, 9.70], [4.33, -4.03, 1.54], [0.02, 3.90, 7.60], [5.22, -2.85, -8.89], [-6.37, -1.58, -2.00], [0.42, 0.02, -4.55], [-4.09, -4.37, 6.16], [2.42, 0.45, -1.65], [1.58, 3.71, 0.08], [0.14, -0.88, -1.39], [-0.09, 0.60, 0.06], [-0.09, 1.13, 0.89], [0.44, -1.92, 3.52], [1.68, 2.18, 2.21], [-1.50, 1.66, 1.35], [-0.42, 0.45, 2.02], [-0.56, 1.21, -1.54], [0.33, -3.29, -0.45], [-0.65, 1.69, 1.48], [-1.34, 2.84, -7.83], [0.35, 0.96, -1.23], [2.13, -2.00, -1.04], [4.31, -3.82, -9.76], [2.23, 0.58, -3.08], [-0.32, 2.41, 0.82]]}

3.
{"formula": "C4H9ClLiO4S", "method": "ωB97M-V with the def2-TZVPD basis set", "orbital_gap_ev": 7.51, "lumo_ev": -5.184, "energy_ha": -1324.30709, "total_charge": 1, "molar_mass_da": 195.573, "e_homo_ev": -12.7, "spin_multiplicity": 1, "species": ["C", "O", "C", "C", "C", "O", "S", "O", "O", "Cl", "H", "H", "H", "H", "H", "H", "H", "H", "H", "Li"], "positions_angstrom": [[-0.788, -2.880, 0.131], [0.180, -2.090, -0.558], [-0.322, -0.931, -1.141], [-0.672, 0.162, -0.099], [-0.114, 1.543, -0.436], [0.563, 2.229, 0.620], [2.178, 1.835, 0.798], [2.367, 0.587, 0.131], [2.177, 1.472, 2.437], [0.801, 1.696, 3.395], [-0.385, -3.149, 1.105], [-0.972, -3.790, -0.435], [-1.718, -2.337, 0.292], [-1.192, -1.140, -1.772], [0.468, -0.551, -1.791], [-1.743, 0.249, 0.057], [-0.202, -0.140, 0.834], [-0.984, 2.190, -0.642], [0.526, 1.520, -1.336], [-0.168, 3.525, -1.589]], "forces_ev_per_angstrom": [[0.23, 0.02, 0.01], [-0.02, -0.02, 0.17], [-0.07, 0.30, -0.08], [0.43, -0.14, -0.10], [-0.49, 0.05, -0.20], [0.20, 0.33, -0.22], [0.11, 0.04, 0.92], [0.05, -0.23, -0.37], [-0.43, 0.29, -0.45], [0.22, -0.10, -0.11], [0.07, -0.03, 0.03], [-0.16, -0.04, -0.05], [-0.13, 0.00, -0.07], [-0.06, -0.06, -0.03], [0.10, -0.10, -0.04], [-0.08, -0.07, 0.14], [-0.07, -0.01, 0.13], [-0.24, -0.02, 0.14], [0.13, -0.31, 0.03], [0.21, 0.12, 0.15]]}

4.
{"formula": "C17H26F12INO7S2", "method": "ωB97M-V with the def2-TZVPD basis set", "orbital_gap_ev": 7.88, "lumo_ev": -1.262, "energy_ha": -3537.00210, "molar_mass_da": 775.409, "e_homo_ev": -9.1, "spin_multiplicity": 1, "smiles": "C[C@H](O)CNCCO[C@]1(C[C@H](C)I)OS(=O)(=O)O[C@@]1(CCC(F)(F)C(F)(F)S(F)(F)(F)(F)F)C[C@@H](O)C(F)(F)F", "species": ["C", "C", "O", "C", "N", "C", "C", "O", "C", "C", "C", "C", "I", "O", "S", "O", "O", "O", "C", "C", "C", "C", "F", "F", "C", "F", "F", "S", "F", "F", "F", "F", "F", "C", "C", "O", "C", "F", "F", "F", "H", "H", "H", "H", "H", "H", "H", "H", "H", "H", "H", "H", "H", "H", "H", "H", "H", "H", "H", "H", "H", "H", "H", "H", "H", "H"], "positions_angstrom": [[4.171, 1.817, 2.430], [3.959, 2.790, 1.155], [3.911, 4.149, 1.709], [2.550, 2.509, 0.445], [2.616, 2.388, -1.026], [3.074, 1.053, -1.483], [1.925, 0.210, -2.240], [1.063, -0.286, -1.194], [0.199, -1.355, -1.670], [1.138, -2.635, -1.428], [0.678, -3.967, -2.168], [1.268, -5.196, -1.284], [1.655, -4.193, -4.137], [0.041, -1.265, -3.127], [-1.482, -1.781, -3.646], [-2.357, -0.770, -4.306], [-1.488, -2.938, -4.612], [-2.010, -2.138, -2.083], [-1.288, -1.391, -1.031], [-2.124, -0.038, -1.006], [-1.443, 1.163, -0.207], [-2.459, 2.372, 0.119], [-3.347, 2.385, -0.986], [-1.636, 3.527, 0.112], [-3.185, 2.124, 1.505], [-4.156, 1.121, 1.297], [-2.334, 1.598, 2.499], [-4.053, 3.599, 2.276], [-4.041, 2.804, 3.743], [-5.536, 2.869, 1.987], [-4.243, 4.387, 0.842], [-2.645, 4.368, 2.654], [-4.863, 4.845, 3.005], [-1.527, -2.395, 0.208], [-1.394, -1.711, 1.633], [-2.108, -2.583, 2.556], [0.111, -1.671, 2.196], [0.875, -0.628, 1.686], [0.747, -2.915, 2.125], [-0.013, -1.405, 3.584], [4.680, 2.410, 3.262], [4.833, 0.928, 2.203], [3.157, 1.504, 2.845], [4.846, 2.787, 0.455], [3.162, 4.123, 2.343], [1.883, 3.407, 0.695], [2.104, 1.588, 0.965], [1.736, 2.671, -1.477], [4.052, 1.066, -2.064], [3.298, 0.446, -0.533], [2.494, -0.614, -2.798], [1.389, 0.899, -2.982], [1.110, -2.852, -0.309], [2.223, -2.460, -1.694], [-0.438, -4.134, -2.215], [0.549, -5.427, -0.440], [1.393, -6.136, -1.920], [2.253, -4.831, -0.858], [-2.360, 0.353, -2.053], [-3.136, -0.240, -0.520], [-0.680, 1.633, -0.921], [-0.850, 0.834, 0.696], [-2.625, -2.705, 0.111], [-0.930, -3.351, 0.128], [-1.916, -0.712, 1.697], [-2.477, -2.003, 3.253]], "forces_ev_per_angstrom": [[0.13, 0.60, -0.11], [-0.40, 0.12, 1.37], [-0.49, -0.92, -0.15], [-0.08, 0.19, 0.50], [-0.03, -0.54, 0.28], [-0.60, -1.14, 0.71], [2.42, 1.27, -0.05], [-1.81, -0.28, -1.67], [2.47, -0.77, 0.51], [-1.42, -0.92, 0.29], [0.74, -1.26, 1.62], [-0.26, 0.50, -0.56], [-0.56, 0.30, 0.78], [-2.63, -0.29, -0.14], [-2.53, -0.72, -3.58], [2.64, -0.81, 3.03], [1.32, 2.21, 4.27], [0.95, -0.03, -2.19], [-0.48, -0.60, -0.89], [-0.06, 1.03, 1.06], [0.52, 0.39, -0.77], [2.42, -1.48, -1.95], [1.10, 0.81, 2.58], [-2.23, -1.62, 0.36], [-0.37, -2.20, 0.37], [2.22, 1.79, 0.17], [-1.13, 1.29, -2.43], [-3.17, 1.50, 2.06], [0.11, 1.31, -1.87], [1.91, 1.41, 0.44], [0.96, -1.08, 1.80], [-1.80, -1.31, -0.98], [1.26, -1.81, -1.04], [-0.59, 1.06, -0.02], [-0.10, -1.41, 0.26], [0.24, 1.17, -0.47], [-0.66, 0.39, 1.95], [-0.96, -2.29, 0.53], [-0.89, 2.71, -0.41], [0.55, -0.30, -2.39], [-0.53, -0.73, -1.26], [-1.01, 0.81, 0.19], [1.31, 0.13, -0.61], [-1.19, -0.11, 0.68], [0.71, 0.22, -0.48], [0.92, -1.23, -0.36], [0.38, 1.02, -0.88], [0.66, -0.28, 0.41], [-1.40, 0.21, 0.35], [-0.19, 0.65, -1.33], [-1.21, 0.89, 0.66], [0.54, -1.14, 1.01], [0.11, 0.34, -1.38], [-1.40, 0.26, 0.19], [1.30, 0.53, -0.50], [0.84, 0.33, -0.82], [-0.07, 1.38, 1.00], [-1.05, -0.84, -0.50], [0.53, -0.91, 1.33], [1.32, -0.16, -0.70], [-1.06, -0.52, 1.15], [-0.84, 0.54, -0.95], [1.52, 0.56, 0.22], [-0.47, 1.26, 0.11], [1.20, -0.86, -0.35], [0.39, -0.63, -0.44]]}